Density functional theory data (ωB97M-V/def2-TZVPD) for a structure of composition C34H51AsBaF5N10O4P2Se.

Properties
M: 1112.00 g mol⁻¹
LUMO (spin up / spin down): 1.61 / 1.61 eV
Energy relative to the best compared isomer or geometry (same formula, charge and spin): 155.18 kJ/mol
Spin multiplicity: 1
Strongest force on any atom: 3.553 eV/A
HOMO-LUMO gap (spin up / spin down): 4.154 / 4.103 eV
Charge: -1

Cartesian coordinates (Å):
1 Ba 0.592 0.789 0.557
2 C 3.375 -1.160 3.087
3 N 1.951 -1.234 2.790
4 C 1.470 -2.522 2.289
5 P 0.836 -0.292 3.559
6 O -0.347 -0.033 2.702
7 O 1.688 1.112 3.816
8 P 1.472 2.604 3.129
9 O 1.818 2.569 1.699
10 N 2.449 3.680 3.908
11 C 3.853 3.711 3.510
12 C 2.218 4.004 5.304
13 N -0.117 2.902 3.390
14 C -0.817 2.511 4.597
15 C -0.873 3.781 2.492
16 N 0.350 -0.760 5.058
17 C 1.329 -1.054 6.087
18 C -1.018 -1.165 5.334
19 H 3.643 -1.765 3.962
20 H 3.673 -0.125 3.226
21 H 3.905 -1.533 2.211
22 H 1.569 -3.314 3.039
23 H 2.048 -2.767 1.398
24 H 0.429 -2.436 1.975
25 H 3.933 3.422 2.465
26 H 4.458 3.029 4.118
27 H 4.232 4.726 3.638
28 H 1.150 4.058 5.507
29 H 2.653 4.983 5.514
30 H 2.674 3.270 5.979
31 H -0.211 1.834 5.195
32 H -1.741 1.995 4.327
33 H -1.074 3.386 5.206
34 H -0.320 3.993 1.578
35 H -1.105 4.728 2.987
36 H -1.804 3.284 2.210
37 H 2.291 -0.611 5.829
38 H 1.466 -2.132 6.219
39 H 1.004 -0.626 7.039
40 H -1.636 -0.965 4.463
41 H -1.406 -0.606 6.191
42 H -1.063 -2.233 5.565
43 N -2.472 -1.530 0.019
44 C -2.932 -0.258 -0.132
45 N -4.259 -0.092 0.012
46 C -4.649 1.188 -0.069
47 N -5.996 1.406 0.150
48 N -3.906 2.245 -0.307
49 C -2.572 1.991 -0.482
50 N -2.064 0.716 -0.377
51 C -1.727 3.088 -0.811
52 C -2.256 4.412 -0.900
53 C -1.421 5.447 -1.207
54 C -0.044 5.217 -1.437
55 C 0.412 3.915 -1.310
56 N -0.377 2.893 -1.006
57 H -3.177 -2.244 -0.057
58 H -1.576 -1.807 -0.369
59 H -6.573 0.599 -0.022
60 H -6.333 2.275 -0.230
61 H -3.309 4.570 -0.727
62 H -1.822 6.452 -1.277
63 H 0.634 6.016 -1.704
64 H 1.461 3.674 -1.465
65 C 5.127 0.828 -0.060
66 O 3.833 0.601 0.431
67 C 3.049 -0.466 -0.206
68 C 3.937 -1.540 -0.757
69 H 5.124 1.044 -1.137
70 H 5.811 -0.013 0.104
71 H 5.537 1.701 0.458
72 H 4.649 -1.951 -0.017
73 H 4.549 -1.247 -1.626
74 H 3.307 -2.371 -1.080
75 C 0.026 1.138 -5.113
76 As 0.236 0.257 -3.349
77 C -1.320 -0.914 -3.495
78 C 1.625 -1.105 -3.769
79 C 1.490 -1.790 -5.086
80 C 2.044 -1.253 -6.247
81 C 1.890 -1.882 -7.473
82 C 1.174 -3.066 -7.565
83 C 0.622 -3.615 -6.416
84 C 0.778 -2.987 -5.191
85 H -0.091 0.422 -5.928
86 H 0.884 1.778 -5.320
87 H -0.864 1.766 -5.060
88 H -1.423 -1.309 -4.507
89 H -2.208 -0.338 -3.233
90 H -1.227 -1.749 -2.800
91 H 1.556 -1.824 -2.951
92 H 2.590 -0.607 -3.663
93 H 2.606 -0.327 -6.185
94 H 2.333 -1.444 -8.360
95 H 1.055 -3.560 -8.521
96 H 0.069 -4.545 -6.469
97 H 0.361 -3.432 -4.294
98 F -0.235 -8.644 2.141
99 C -0.131 -7.533 1.393
100 C 1.079 -6.873 1.279
101 F 2.157 -7.353 1.920
102 C 1.173 -5.730 0.506
103 F 2.386 -5.164 0.420
104 C 0.089 -5.187 -0.182
105 Se 0.229 -3.635 -1.259
106 C -1.112 -5.887 -0.045
107 F -2.219 -5.454 -0.660
108 C -1.232 -7.032 0.721
109 F -2.409 -7.666 0.824

Density functional theory data (ωB97M-V/def2-TZVPD) for a structure of composition C34H51Cl2N6O2OsSSi.

Properties
M: 897.11 g mol⁻¹
LUMO (spin up / spin down): -8.60 / -12.10 eV
Energy relative to the best compared isomer or geometry (same formula, charge and spin): 195.58 kJ/mol
Spin multiplicity: 5
Expectation value of S²: 6.017
Strongest force on any atom: 2.204 eV/A
HOMO-LUMO gap (spin up / spin down): 4.918 / 1.413 eV
Charge: +3

Cartesian coordinates (Å):
1 Os 0.391 1.546 -1.422
2 C 4.568 4.976 0.417
3 C 3.874 4.734 -0.890
4 C 4.474 5.090 -2.096
5 C 3.809 4.842 -3.281
6 C 2.553 4.250 -3.242
7 C 2.031 3.934 -1.999
8 N 2.666 4.157 -0.854
9 N 0.715 3.373 -1.903
10 Si -0.639 4.577 -2.134
11 C -2.144 3.837 -1.282
12 C -0.081 6.138 -1.307
13 C -0.949 4.819 -3.949
14 H 5.092 5.930 0.408
15 H 5.311 4.199 0.607
16 H 3.852 4.980 1.237
17 H 5.447 5.562 -2.093
18 H 4.257 5.112 -4.229
19 H 1.988 4.057 -4.143
20 H -1.916 3.001 -0.612
21 H -2.903 3.512 -1.996
22 H -2.607 4.604 -0.657
23 H 0.151 5.993 -0.251
24 H -0.884 6.878 -1.369
25 H 0.798 6.566 -1.793
26 H -1.081 3.884 -4.493
27 H -0.147 5.386 -4.424
28 H -1.869 5.399 -4.073
29 C -2.558 -3.830 4.507
30 C -2.841 -3.678 3.007
31 C -3.323 -5.026 2.452
32 C -4.003 -2.684 2.844
33 C -1.565 -3.142 2.270
34 O -1.416 -1.736 2.518
35 C -0.213 -3.750 2.712
36 C 0.044 -5.278 2.710
37 C 0.339 -5.920 1.397
38 C -0.523 -6.901 0.844
39 C -0.202 -7.540 -0.317
40 C 1.018 -7.212 -0.968
41 Cl 1.431 -8.010 -2.381
42 C 1.897 -6.235 -0.434
43 C 1.552 -5.604 0.720
44 C -1.758 -3.228 0.745
45 N -0.896 -2.293 0.022
46 C -1.073 -0.990 -0.140
47 N -0.052 -0.495 -0.836
48 C 0.744 -1.584 -1.064
49 N 0.259 -2.687 -0.558
50 H -3.481 -4.087 5.025
51 H -2.195 -2.904 4.965
52 H -1.835 -4.616 4.725
53 H -4.243 -5.307 2.965
54 H -2.617 -5.836 2.620
55 H -3.562 -4.983 1.387
56 H -4.884 -3.095 3.337
57 H -4.276 -2.516 1.801
58 H -3.802 -1.716 3.300
59 H -1.614 -1.573 3.448
60 H -0.051 -3.415 3.736
61 H 0.561 -3.258 2.115
62 H -0.749 -5.817 3.219
63 H 0.945 -5.414 3.320
64 H -1.432 -7.170 1.366
65 H -0.841 -8.304 -0.740
66 H 2.829 -6.027 -0.942
67 H 2.222 -4.873 1.154
68 H -2.783 -2.990 0.474
69 H -1.522 -4.219 0.365
70 H -1.908 -0.444 0.264
71 H 1.673 -1.543 -1.608
72 C 2.743 0.012 2.502
73 C 1.859 1.247 2.590
74 S 2.217 2.377 1.238
75 O 1.734 1.507 0.018
76 C 0.921 3.597 1.485
77 C 1.162 4.430 2.737
78 H 2.548 -0.627 3.363
79 H 3.800 0.277 2.518
80 H 2.538 -0.556 1.596
81 H 2.067 1.819 3.496
82 H 0.793 1.011 2.552
83 H -0.025 3.050 1.509
84 H 0.985 4.203 0.582
85 H 1.091 3.844 3.651
86 H 0.397 5.204 2.786
87 H 2.131 4.928 2.709
88 Cl -4.405 0.364 -4.207
89 C -2.729 0.698 -4.319
90 C -2.077 0.736 -5.544
91 C -0.721 1.019 -5.561
92 C -0.061 1.262 -4.373
93 N -0.700 1.218 -3.191
94 C -2.011 0.936 -3.162
95 H -2.625 0.551 -6.458
96 H -0.175 1.062 -6.493
97 H 0.991 1.509 -4.345
98 H -2.502 0.918 -2.199

- Among the records above, which one has the lowest charge?
  C34H51AsBaF5N10O4P2Se